The following is a DFT calculation (wB97M-V/def2-TZVPD) of C17H11Cl2NRhS as an isolated structure at a distorted geometry.

The HOMO energy (spin up / spin down) comes out at -11.56 / -11.54 eV. Its total charge is +1. The max |F| is 2.5 eV/Å. The calculation puts the orbital gap (spin up / spin down) at 6.03 / 5.92 eV.

Each line ends with the Mulliken charge.
Geometry (Å):
Rh 0.072 0.229 0.074  -0.77
C -2.000 -3.535 -1.471  -0.77
C -0.986 -4.146 -2.195  -0.38
C 0.251 -3.536 -2.270  -0.59
C 0.461 -2.316 -1.621  2.16
N -0.541 -1.747 -0.924  -0.13
C -1.730 -2.328 -0.850  -0.18
C 1.739 -1.593 -1.638  -0.18
C 2.886 -2.049 -2.291  -0.42
C 4.056 -1.312 -2.239  -0.79
C 4.121 -0.117 -1.539  -0.52
C 2.989 0.365 -0.894  -0.20
C 1.822 -0.374 -0.946  0.02
H -2.976 -3.982 -1.384  0.41
H -1.160 -5.088 -2.693  0.45
H 1.049 -4.002 -2.826  0.35
H -2.489 -1.814 -0.272  0.42
H 2.875 -2.981 -2.836  0.33
H 4.938 -1.672 -2.750  0.41
H 5.041 0.443 -1.484  0.41
H 3.042 1.306 -0.354  0.46
Cl -0.398 0.356 2.384  -0.09
C -1.198 1.889 2.504  0.83
C -1.420 2.392 3.768  -0.71
C -2.078 3.608 3.917  -0.45
C -2.488 4.316 2.803  -0.59
C -2.249 3.822 1.530  0.17
Cl -2.742 4.735 0.170  -0.19
C -1.600 2.581 1.346  0.38
S -1.333 2.037 -0.278  -0.11
H -1.082 1.837 4.630  0.43
H -2.262 3.989 4.909  0.39
H -2.995 5.260 2.905  0.43

***

The following is a DFT calculation (wB97M-V/def2-TZVPD) of a 15-piece molecular cluster, C17H11Cl56IP overall at a distorted geometry.

The HOMO energy comes out at -3.68 eV. Its total charge is -1. The max |F| is 3.4 eV/Å. The calculation puts the orbital gap at 4.41 eV.

Each line ends with the Mulliken charge.
Geometry (Å):
C 7.800 2.402 2.159  0.09
C 6.812 1.085 1.970  -0.43
I 6.294 0.837 -0.139  -0.05
C 5.550 1.074 3.013  -0.67
P 3.993 2.008 2.433  1.51
H 7.553 3.013 3.138  0.13
H 8.918 1.989 2.151  0.10
H 7.647 3.155 1.254  -0.27
H 7.490 0.146 2.261  0.39
H 5.229 -0.021 3.357  0.04
H 5.935 1.611 4.007  0.32
H 3.658 1.041 1.418  -0.50
H 3.139 1.238 3.347  -0.34
H 4.130 2.973 3.531  -0.24
H 4.708 2.869 1.527  -0.55
H 2.778 2.726 2.051  -0.23
C 6.478 6.110 1.293  0.10
Cl 6.251 5.776 3.029  -0.08
Cl 8.143 6.679 1.011  -0.09
Cl 6.193 4.620 0.359  0.11
Cl 5.325 7.366 0.775  -0.01
C 5.278 7.567 -3.335  0.28
Cl 3.626 6.975 -3.027  -0.09
Cl 5.246 9.337 -3.541  -0.11
Cl 6.326 7.148 -1.956  -0.02
Cl 5.914 6.809 -4.817  -0.11
C 2.578 -2.494 2.942  0.19
Cl 2.796 -1.855 1.293  0.01
Cl 4.047 -3.372 3.437  -0.12
Cl 2.284 -1.146 4.068  -0.07
Cl 1.185 -3.605 2.968  -0.11
C 11.785 3.529 0.371  0.24
Cl 11.539 2.336 -0.929  -0.09
Cl 13.230 4.508 0.013  -0.12
Cl 10.359 4.592 0.481  0.05
Cl 12.013 2.680 1.921  -0.11
C 2.185 8.437 3.530  0.15
Cl 2.476 6.726 3.126  0.04
Cl 1.960 8.603 5.289  -0.07
Cl 3.583 9.415 3.015  -0.11
Cl 0.721 9.006 2.688  0.01
C -1.579 -4.656 -0.366  0.31
Cl -0.444 -3.298 -0.155  0.00
Cl -0.673 -6.120 -0.825  -0.13
Cl -2.445 -4.949 1.163  -0.10
Cl -2.751 -4.256 -1.646  -0.10
C -3.251 8.874 2.148  0.35
Cl -2.961 7.163 1.745  -0.07
Cl -3.476 9.039 3.908  -0.08
Cl -1.853 9.851 1.634  -0.10
Cl -4.715 9.442 1.306  -0.11
C 2.285 1.122 -1.933  0.21
Cl 3.381 1.518 -3.281  -0.10
Cl 2.293 2.454 -0.750  -0.03
Cl 0.632 0.893 -2.559  -0.14
Cl 2.833 -0.378 -1.143  -0.04
C -0.415 5.595 6.033  0.25
Cl 1.170 4.875 6.414  -0.06
Cl -1.705 4.426 6.412  -0.11
Cl -0.646 7.070 7.005  -0.11
Cl -0.479 6.009 4.301  0.01
C -2.815 -6.440 -5.205  0.19
Cl -4.506 -6.893 -4.874  0.02
Cl -2.746 -4.733 -5.712  -0.10
Cl -1.842 -6.660 -3.729  0.01
Cl -2.167 -7.473 -6.504  -0.10
C -6.715 -9.390 -2.227  0.25
Cl -6.942 -9.724 -0.492  -0.12
Cl -5.051 -8.821 -2.510  -0.01
Cl -7.000 -10.880 -3.162  -0.09
Cl -7.868 -8.134 -2.746  -0.02
C -11.368 -6.390 -1.616  0.29
Cl -11.488 -4.773 -0.878  -0.09
Cl -10.212 -7.381 -0.690  -0.08
Cl -12.969 -7.173 -1.596  -0.02
Cl -10.804 -6.235 -3.298  -0.10
C -17.069 -8.116 -1.166  0.34
Cl -16.555 -6.426 -1.400  -0.08
Cl -18.704 -8.147 -0.460  -0.10
Cl -17.085 -8.955 -2.738  -0.09
Cl -15.931 -8.936 -0.067  -0.09
C -5.704 -9.377 -7.965  0.27
Cl -6.733 -10.181 -9.177  -0.11
Cl -5.028 -7.881 -8.657  -0.07
Cl -6.680 -8.979 -6.528  -0.02
Cl -4.375 -10.468 -7.497  -0.09

***

The following is a DFT calculation (wB97M-V/def2-TZVPD) of C17H11N6O5RuSi as an isolated structure.

The multiplicity is 2. The HOMO energy (spin up / spin down) comes out at -2.73 / -2.72 eV. Its total charge is -2. The max |F| is 0.7 eV/Å. The calculation puts the orbital gap (spin up / spin down) at 7.41 / 6.75 eV. The expectation value of S² is 0.753.

Each line ends with the Löwdin spin population.
Geometry (Å):
Ru -0.797 0.467 0.065  0.01
O 2.785 -1.191 1.541  0.18
C 1.706 -0.916 1.118  0.20
O 0.715 -0.240 1.362  0.13
C 1.322 -1.889 -0.639  0.16
O 1.975 -2.882 -0.703  0.15
O 0.499 -1.187 -1.183  0.14
N 0.882 1.922 -0.792  0.00
C 1.466 2.921 -0.750  0.00
C 2.184 4.127 -0.703  0.00
C 1.979 5.101 -1.707  0.00
N 1.818 5.905 -2.523  0.00
C 3.129 4.369 0.319  0.00
N 3.911 4.593 1.141  0.00
C -4.110 -0.911 0.514  0.00
Si -2.327 -1.258 -0.025  0.00
C -2.449 -1.997 -1.753  0.00
C -1.830 -2.697 1.130  0.00
C -1.408 -2.421 2.436  0.00
C -1.044 -3.433 3.314  0.00
C -1.082 -4.760 2.906  0.00
C -1.488 -5.063 1.615  0.00
C -1.855 -4.041 0.746  0.00
H -4.686 -1.843 0.489  0.00
H -4.613 -0.185 -0.132  0.00
H -4.134 -0.522 1.534  0.00
H -3.208 -2.789 -1.767  0.00
H -1.494 -2.411 -2.079  0.00
H -2.746 -1.229 -2.471  0.00
H -1.347 -1.387 2.761  0.00
H -0.710 -3.180 4.314  0.00
H -0.782 -5.550 3.585  0.00
H -1.509 -6.093 1.278  0.00
H -2.156 -4.302 -0.264  0.00
O -1.550 1.035 1.809  0.00
N -2.607 1.767 1.888  0.00
C -3.075 2.125 0.706  0.00
C -4.286 2.875 0.619  0.00
N -5.263 3.477 0.521  0.00
C -2.325 1.659 -0.423  0.00
N -1.909 1.434 -1.524  0.00

***

The following is a DFT calculation (wB97M-V/def2-TZVPD) of C17H12BF6N9O4S7W as an isolated structure.

The multiplicity is 4. The HOMO energy (spin up / spin down) comes out at -10.74 / -11.91 eV. Its total charge is +1. The max |F| is 0.4 eV/Å. The calculation puts the orbital gap (spin up / spin down) at 7.08 / 6.18 eV. The expectation value of S² is 3.788.

Each line ends with the Löwdin spin population.
Geometry (Å):
W 0.281 -0.295 -0.169  1.69
C 1.882 -4.101 -1.373  0.00
C 0.822 -3.321 -0.953  0.01
N 1.131 -2.023 -1.081  0.01
N 2.382 -1.957 -1.598  0.01
C 2.855 -3.193 -1.766  0.00
B 2.980 -0.583 -2.029  0.00
N 3.287 0.258 -0.774  0.01
C 4.389 0.877 -0.331  0.03
C 4.056 1.655 0.764  0.01
C 2.700 1.463 0.939  0.02
N 2.227 0.609 0.015  0.02
N 1.809 0.116 -2.788  0.00
C 1.772 0.556 -4.051  0.01
C 0.478 0.938 -4.353  0.00
C -0.235 0.714 -3.188  0.01
N 0.573 0.225 -2.239  0.01
N 4.131 -0.812 -2.966  0.00
C 4.103 -1.554 -4.111  0.00
C 5.336 -1.474 -4.695  0.00
C 6.072 -0.634 -3.834  0.00
N 5.351 -0.238 -2.806  0.00
H 1.941 -5.175 -1.395  0.00
H -0.132 -3.618 -0.548  0.00
H 3.842 -3.351 -2.166  0.00
H 5.321 0.733 -0.848  0.00
H 4.714 2.279 1.342  0.00
H 2.041 1.910 1.664  0.00
H 2.664 0.555 -4.654  0.00
H 0.108 1.328 -5.285  0.00
H -1.278 0.881 -2.984  0.00
H 3.213 -2.081 -4.420  0.00
H 5.661 -1.946 -5.606  0.00
H 7.096 -0.307 -3.923  0.00
F -0.848 -0.229 5.372  0.00
C -1.110 -0.163 4.082  0.00
F -2.077 0.708 3.849  0.00
F -1.463 -1.359 3.626  0.00
S 0.408 0.389 3.184  0.01
O -0.109 0.509 1.796  0.04
O 0.837 1.595 3.787  0.00
N 1.459 -0.759 3.327  0.00
S 1.570 -1.921 2.274  0.01
O 2.856 -2.048 1.686  0.00
O 0.401 -1.874 1.348  0.03
C 1.229 -3.469 3.261  0.00
F 1.814 -4.477 2.641  0.00
F 1.730 -3.322 4.470  0.00
F -0.072 -3.677 3.328  0.00
S -6.653 2.138 -0.079  0.21
C -5.130 1.617 -0.190  -0.02
S -3.735 2.670 -0.203  0.03
C -2.523 1.447 -0.307  0.17
C -2.991 0.119 -0.324  0.19
S -2.000 -1.269 -0.405  0.19
S -4.693 -0.078 -0.251  0.06
S -0.893 1.904 -0.402  0.20

***

The following is a DFT calculation (wB97M-V/def2-TZVPD) of one molecule with the formula C17H12BrClN6S at a distorted geometry.

The HOMO energy comes out at -7.99 eV. The max |F| is 3.0 eV/Å. The SMILES is Cc1c(-c2n[nH]c(=S)n2-c2ccc(Br)cc2)nnn1-c1ccc(Cl)cc1. The calculation puts the orbital gap at 8.13 eV.

Each line ends with the Mulliken charge.
Geometry (Å):
C -1.408 1.060 1.845  -1.53
C -0.436 0.160 1.051  0.91
C -0.681 -0.687 -0.018  0.50
C -2.004 -0.969 -0.668  -0.26
N -3.102 -0.275 -0.408  -0.49
N -4.016 -0.722 -1.303  -0.14
C -3.535 -1.735 -2.090  -0.01
S -4.371 -2.506 -3.312  -0.38
N -2.227 -1.934 -1.656  0.36
C -1.379 -2.940 -2.090  -0.08
C -0.848 -3.851 -1.216  0.14
C -0.002 -4.886 -1.659  -0.75
C 0.224 -4.991 -3.041  0.24
Br 1.204 -6.439 -3.711  -0.18
C -0.315 -4.081 -3.949  -0.70
C -1.042 -3.001 -3.461  -0.40
N 0.508 -1.222 -0.450  -0.07
N 1.470 -0.802 0.315  -1.02
N 0.914 0.054 1.225  0.68
C 1.728 0.722 2.120  -0.04
C 1.447 0.745 3.501  -0.19
C 2.243 1.504 4.351  -0.71
C 3.332 2.171 3.830  0.40
Cl 4.311 3.024 5.003  -0.21
C 3.661 2.147 2.462  -0.71
C 2.858 1.404 1.580  -0.20
H -2.244 1.464 1.252  0.37
H -1.854 0.476 2.666  0.31
H -0.907 1.917 2.255  0.44
H -4.842 -0.170 -1.572  0.27
H -1.087 -3.728 -0.142  0.36
H 0.377 -5.588 -0.974  0.46
H -0.068 -4.176 -4.979  0.43
H -1.412 -2.204 -4.063  0.51
H 0.589 0.221 3.909  0.43
H 2.030 1.543 5.410  0.40
H 4.513 2.633 2.050  0.43
H 3.079 1.288 0.482  0.40

***

> The highest max |F| belongs to which entry?

C17H11Cl56IP

***

Repeat the first record exactly.
The following is a DFT calculation (wB97M-V/def2-TZVPD) of C17H11Cl2NRhS as an isolated structure at a distorted geometry.

The HOMO energy (spin up / spin down) comes out at -11.56 / -11.54 eV. Its total charge is +1. The max |F| is 2.5 eV/Å. The calculation puts the orbital gap (spin up / spin down) at 6.03 / 5.92 eV.

Each line ends with the Mulliken charge.
Geometry (Å):
Rh 0.072 0.229 0.074  -0.77
C -2.000 -3.535 -1.471  -0.77
C -0.986 -4.146 -2.195  -0.38
C 0.251 -3.536 -2.270  -0.59
C 0.461 -2.316 -1.621  2.16
N -0.541 -1.747 -0.924  -0.13
C -1.730 -2.328 -0.850  -0.18
C 1.739 -1.593 -1.638  -0.18
C 2.886 -2.049 -2.291  -0.42
C 4.056 -1.312 -2.239  -0.79
C 4.121 -0.117 -1.539  -0.52
C 2.989 0.365 -0.894  -0.20
C 1.822 -0.374 -0.946  0.02
H -2.976 -3.982 -1.384  0.41
H -1.160 -5.088 -2.693  0.45
H 1.049 -4.002 -2.826  0.35
H -2.489 -1.814 -0.272  0.42
H 2.875 -2.981 -2.836  0.33
H 4.938 -1.672 -2.750  0.41
H 5.041 0.443 -1.484  0.41
H 3.042 1.306 -0.354  0.46
Cl -0.398 0.356 2.384  -0.09
C -1.198 1.889 2.504  0.83
C -1.420 2.392 3.768  -0.71
C -2.078 3.608 3.917  -0.45
C -2.488 4.316 2.803  -0.59
C -2.249 3.822 1.530  0.17
Cl -2.742 4.735 0.170  -0.19
C -1.600 2.581 1.346  0.38
S -1.333 2.037 -0.278  -0.11
H -1.082 1.837 4.630  0.43
H -2.262 3.989 4.909  0.39
H -2.995 5.260 2.905  0.43

***

> What is the formula in the third record?

C17H11N6O5RuSi